[1]
157
Properties=species:S:1:pos:R:3:forces:R:3:mulliken_charge:R:1 method="wB97M-V/def2-TZVPD" charge=-1 e_lumo_ha=-0.0345 orbital_gap_ev=3.567 largest_force_ha_per_bohr=0.122 e_tot_ha=-4732.4136 e_homo_ev=-4.51
C -6.031 -1.232 3.440 -0.4387 -0.1397 -0.2038 -0.314
H 1.987 -1.635 -2.855 -2.2165 -0.1757 0.9948 -0.273
H -0.738 -10.195 2.976 0.0296 0.0335 -0.0313 0.413
O 3.042 -8.292 -2.075 0.8290 -0.6063 -0.5956 -0.523
C 3.158 1.889 0.837 -2.0579 1.9289 -0.2433 0.080
H 2.798 2.065 1.961 1.0149 -0.7614 -2.3428 0.268
H 1.910 -6.738 -1.590 -1.5752 2.5280 0.6910 0.310
C 5.679 3.251 -6.959 -0.2658 0.3566 0.6915 0.343
H -2.192 2.304 -0.979 -1.7019 -0.6172 -1.3015 0.127
C -5.383 2.438 9.457 0.0270 0.3748 0.1270 -0.413
C 2.302 -8.601 2.357 0.3943 0.0912 0.2465 -0.185
H -4.716 -0.224 6.509 -0.1171 -0.0935 -0.2569 0.634
C -6.744 -0.741 6.162 0.2884 0.0525 -0.0510 -0.236
C -2.296 1.452 -3.108 0.6414 -0.8693 1.1692 -0.172
C 1.909 6.938 -9.088 0.1967 0.4471 -0.1015 -0.433
H -0.177 -1.841 3.810 3.0655 1.5807 -1.6143 0.247
O 2.090 0.566 -1.271 0.9850 0.5665 2.7247 -0.600
H -1.165 3.495 9.432 -0.0310 0.0332 -0.0217 0.453
H -7.832 0.815 12.075 0.0174 0.0410 -0.0041 0.399
O 4.732 8.458 -7.544 -0.5340 -0.4872 -0.2086 -0.575
C 3.576 -9.533 -4.005 0.1107 -0.2505 -0.4088 -0.387
C -7.156 1.210 11.326 0.0190 -0.4371 -0.2497 -0.495
O 5.264 3.931 -6.031 0.3244 -0.4655 -0.5866 -0.530
H -5.555 4.221 10.595 -0.0253 -0.0150 0.0094 0.446
C -7.756 -1.188 5.184 -0.6211 -0.0666 0.2260 0.327
H -4.047 3.215 -5.241 0.0565 -0.0140 0.0194 0.415
C -0.538 -3.282 -0.466 1.2674 -2.1012 -0.3567 -0.203
O -3.977 0.999 -1.306 0.6022 2.2414 1.5435 -0.325
C 1.520 -4.315 -2.036 -2.4531 -1.1236 2.8090 0.336
H 3.302 -0.975 3.844 -0.8264 -0.6148 2.1256 0.411
C -0.784 -4.729 0.301 3.1603 0.4730 -3.0612 -0.618
C 1.902 1.198 0.056 -1.3426 -0.9744 -0.4430 -0.114
H 3.783 -4.340 -2.745 -2.2931 0.4165 -0.7803 0.193
B 0.824 -0.216 -1.503 -2.0708 2.3749 -2.1741 1.149
C 5.927 -9.517 -4.708 0.6066 -0.2359 -0.5541 0.379
H 2.812 -8.127 1.527 -0.0832 0.0277 -0.0297 0.511
H 2.546 -3.448 -3.991 0.3837 -1.6869 2.0311 0.308
Cl 4.738 0.923 0.825 -1.4087 0.8466 0.0193 -0.232
C -1.464 4.438 9.874 0.3338 -0.0357 0.3089 -0.291
O -3.872 4.506 -9.517 0.2472 -0.0215 0.5930 -0.581
H 0.169 -1.580 -3.351 1.2878 0.1328 2.2095 0.152
C 2.137 -9.338 4.690 0.4220 0.0298 0.7352 0.343
C -5.019 -0.785 4.418 0.8594 0.1210 -0.2312 0.164
C 1.093 -0.050 0.765 -0.9335 0.7374 -1.8647 0.108
H -5.360 0.579 0.298 1.8396 1.6024 -0.7384 0.126
O 0.974 4.839 -8.568 0.5988 0.5301 -0.0028 -0.562
C -3.056 6.395 9.858 0.0427 0.3459 0.3166 -0.277
H -3.577 3.046 -2.082 0.5318 -1.6568 0.9295 0.285
H -6.984 -0.574 10.188 0.0191 0.0187 -0.0141 0.447
O 0.012 -0.140 -0.275 2.0086 -0.7262 2.2131 -0.311
C 5.311 -8.241 -2.706 0.4660 0.0009 -0.1296 -0.279
O -1.695 4.158 -4.679 -0.3786 0.3546 -0.8823 -0.545
O -3.853 -0.614 4.093 -0.8181 -0.1866 0.3133 -0.472
H 2.539 -9.829 -4.107 0.0193 0.0476 0.0429 0.440
H -2.705 7.876 11.337 0.0389 -0.0355 0.0079 0.400
O -0.641 6.755 12.446 -0.4295 -0.3276 -0.6528 -0.556
C -3.537 3.689 -6.071 -0.4151 -0.1018 -0.2687 -0.215
C 0.327 0.123 2.174 0.2240 -2.6128 1.5669 -0.344
O -5.367 0.344 8.376 -0.2006 0.6236 1.2084 -0.467
O -3.229 4.616 8.323 0.2884 0.2994 0.6126 -0.584
H -0.822 -0.083 2.089 2.2422 0.5777 -0.2579 -0.428
O 2.637 -9.418 5.803 -0.3219 -0.0058 -0.6426 -0.568
H 2.576 -5.323 -3.804 0.1679 2.0562 1.3530 0.242
H -4.707 2.832 8.708 -0.0101 -0.0065 -0.0061 0.603
C -4.416 1.264 0.074 0.2569 -0.3118 0.9143 -0.349
C -2.030 4.975 -8.125 0.2653 0.1285 0.2970 -0.171
C 2.851 5.450 -7.281 0.2697 0.1084 0.1719 -0.309
C 4.519 -9.933 -4.864 -0.4389 0.0160 0.1671 -0.329
C 0.770 -1.223 3.258 2.2182 -1.7104 -0.0154 0.254
C -3.372 4.426 -8.404 -0.2662 0.0384 -0.6731 0.266
C -6.757 2.623 11.479 -0.2684 0.5791 0.6740 0.313
H 0.285 -10.360 5.241 0.0388 0.0242 0.0073 0.392
H -3.914 6.874 9.404 0.0162 -0.0272 -0.0239 0.449
H -8.059 -1.748 3.093 -0.0028 0.0086 0.0321 0.419
O -7.172 3.303 12.407 0.2549 -0.4569 -0.5851 -0.565
C -7.305 -1.420 3.798 0.3314 -0.0028 -0.3141 -0.474
H -1.590 2.222 -3.635 -1.7949 -1.2594 1.0674 0.060
C 3.868 7.625 -7.780 0.5904 0.4979 0.2536 0.298
H 4.547 6.210 -6.257 -0.0616 -0.0245 -0.0559 0.567
H -2.179 1.045 0.808 -2.4135 -0.2701 0.5810 -0.243
C 2.204 -0.961 4.180 -0.6166 1.6999 -2.6500 -0.840
H 0.488 1.104 2.771 -0.0748 -1.6738 -1.1739 0.331
H 0.431 0.772 -3.620 -0.6678 0.5869 1.7444 0.031
C 0.596 -2.987 -1.611 0.1999 -4.2983 1.0971 0.268
O 7.069 0.972 -10.063 -0.2418 0.4804 0.5817 -0.564
O 2.075 -1.986 2.892 -4.9948 3.7258 0.4897 -0.306
C -2.633 5.108 9.272 -0.3144 -0.3218 -0.6365 0.367
H 2.922 8.781 -9.376 0.0196 -0.0084 0.0247 0.409
C -3.286 0.872 1.199 0.5571 -0.5705 -0.3781 0.043
H 2.784 4.517 -6.736 -0.0010 0.0273 0.0159 0.601
C -5.470 -0.553 5.805 -0.1366 -0.0289 0.1586 -0.239
C 0.246 -9.799 3.196 -0.0280 -0.1480 0.4956 -0.383
C -5.782 1.024 9.304 0.2834 -0.3526 -0.4950 0.245
C -0.007 0.822 -2.527 -0.6135 0.3005 -0.6769 -0.657
C 2.851 -8.689 3.573 -0.0270 0.0832 -0.4223 -0.351
C 5.280 1.838 -7.112 -0.0265 -0.3940 -0.1939 -0.428
C 5.734 1.093 -8.124 -0.2404 0.0780 0.3618 -0.378
H 2.712 3.219 -2.025 2.1756 0.2627 1.3404 0.087
H -1.520 5.448 -8.955 -0.0138 -0.0860 0.0332 0.433
C -6.701 0.465 10.314 -0.2735 0.0192 0.3671 -0.258
C 6.654 1.652 -9.135 0.2580 -0.5924 -0.6534 0.378
H -3.421 1.507 2.174 0.0994 -1.3387 -1.7716 0.290
H -4.681 2.399 0.211 0.2735 -2.0387 -0.3733 0.251
C 7.053 3.066 -8.982 -0.0208 0.4513 0.2375 -0.369
C 2.855 7.847 -8.831 -0.4089 -0.1146 -0.2898 -0.420
H -0.497 5.283 -6.690 -0.1287 -0.0954 0.0326 0.368
H -7.091 -0.576 7.175 0.0235 -0.0657 -0.1510 0.351
H 1.060 2.024 -0.135 1.8432 -1.2826 0.8889 -0.077
C 1.838 5.672 -8.332 -0.3875 -0.5758 -0.0794 0.381
H 1.159 7.087 -9.855 0.0072 -0.0273 0.0153 0.436
H 2.093 0.195 3.899 0.6184 -1.5962 -0.5517 0.146
H 7.291 -8.345 -3.464 -0.0308 -0.0234 -0.0386 0.403
C 3.796 6.359 -7.024 -0.1641 -0.2467 0.1103 -0.399
C -2.195 4.237 -5.792 0.4544 -0.0530 0.8526 0.368
C -5.837 3.182 10.469 0.2409 -0.1293 -0.3723 -0.271
O -8.923 -1.359 5.510 0.5622 0.0780 -0.1652 -0.594
C 2.688 -4.309 -3.187 -0.6555 -0.8479 -0.3747 -0.865
C 0.960 -9.149 2.078 -0.3174 0.1010 -0.8806 0.344
C -0.815 4.976 10.912 -0.0690 -0.3449 -0.3156 -0.378
C -1.481 4.886 -6.910 -0.0529 0.1564 -0.4007 -0.290
O 0.460 -9.070 0.965 0.3332 -0.2996 0.8535 -0.601
C 0.885 -1.585 -2.397 0.8143 -2.7055 -0.5080 0.129
H 4.228 4.380 -1.743 -0.9764 -2.1983 0.7323 0.306
C 0.144 -6.021 -0.099 -0.0127 4.5402 -1.7123 -0.188
H -1.268 -2.404 -0.126 1.9683 -1.9574 -1.0021 0.196
H 1.776 -0.965 0.519 -1.0893 1.3694 1.6670 0.268
H -5.070 3.380 -7.507 0.0387 0.0122 -0.0234 0.415
C 6.598 3.811 -7.969 0.2642 -0.0312 -0.4014 -0.281
H -3.349 -0.295 1.440 0.0927 2.6544 -0.3879 0.031
H 3.835 -8.292 3.793 -0.0539 -0.0064 0.0291 0.411
C 3.903 -8.657 -2.863 -0.6747 0.3308 0.6045 0.243
C -4.086 3.777 -7.287 -0.0004 -0.1183 0.4426 -0.462
H 4.377 2.427 -1.555 -1.1462 2.0355 0.0800 0.197
C -3.042 2.061 -1.748 0.9098 -0.3916 -2.0458 -0.167
H 4.604 1.443 -6.363 0.0105 0.0347 0.0229 0.545
C -1.237 6.263 11.498 0.5130 0.3609 0.7515 0.366
C -2.407 6.933 10.895 -0.3790 0.0191 -0.3290 -0.376
C 3.706 3.375 -1.396 -0.4014 -0.1516 0.3691 -0.677
H 2.241 3.945 0.259 2.2081 -1.2601 0.1661 0.265
H 4.296 -10.576 -5.707 0.0414 0.0212 0.0092 0.391
C 3.313 3.429 0.205 -0.3590 0.0021 -0.4029 -0.482
H 0.044 4.497 11.366 -0.0200 0.0409 0.0053 0.410
C 0.795 -9.887 4.411 -0.3747 -0.0913 -0.3183 -0.361
H 7.729 3.460 -9.731 -0.0150 -0.0394 0.0002 0.405
O 6.789 -9.882 -5.496 -0.5175 0.2026 0.4759 -0.574
C 6.254 -8.642 -3.565 -0.1521 0.2256 0.3785 -0.349
H -1.627 -4.787 1.140 2.0666 0.1106 -2.0703 0.211
H -3.069 0.974 -3.859 1.2379 1.0752 1.5055 0.173
H 6.881 4.849 -7.844 -0.0148 -0.0144 0.0256 0.457
H 5.534 -7.598 -1.863 -0.0567 0.0052 -0.0152 0.455
H 0.019 1.918 -2.080 -0.1073 -1.8324 -1.0590 0.168
H 5.452 0.055 -8.250 0.0262 0.0405 -0.0158 0.414
H -0.045 -7.031 0.471 0.6333 2.2442 -1.6120 0.239
H -5.685 -1.397 2.427 0.0304 0.0162 0.0174 0.467
C 1.268 -5.789 -1.284 -2.0144 2.3877 1.2186 -0.542
H 4.028 4.107 0.853 -1.1669 -1.5852 -1.3610 0.353
O -1.426 0.350 -2.623 0.1505 2.3801 -0.9186 -0.449



[2]
128
Properties=species:S:1:pos:R:3:forces:R:3:mulliken_charge:R:1 method="wB97M-V/def2-TZVPD" e_lumo_ha=-0.0020 orbital_gap_ev=9.605 largest_force_ha_per_bohr=0.037 relative_energy_kcal_mol=0.00 e_tot_ha=-4401.3157 e_homo_ev=-9.66 smiles="O=S1(=O)CCCC1.O=S1(=O)CCCC1.O=S1(=O)CCCC1.O=S1(=O)CCCC1.O=S1(=O)CCCC1.COC[C@H](C)N.CC(C)O.CC(C)O.CC(C)O"
C -0.465 -3.364 3.523 -0.5582 0.0960 -0.4535 0.265
H -4.401 2.759 3.292 0.3256 -0.1097 -0.0558 0.363
O 1.557 -4.630 -1.259 -0.3812 -0.0269 -0.3469 -0.212
H -0.026 -1.751 0.494 0.0740 0.1940 -0.3486 0.193
H 1.514 1.029 0.085 0.0305 -0.2112 0.0210 0.556
O -1.688 2.278 3.467 -0.0999 -0.1426 -0.2190 -0.627
S 1.396 -3.331 5.350 -0.0147 -0.0233 0.2834 1.168
C 1.168 3.077 -6.208 0.0980 0.6890 -0.5047 -0.896
H 2.145 -2.679 0.101 -0.0425 0.1379 -0.2517 -0.936
N 3.603 -3.894 0.845 -0.2381 -0.6215 -0.3623 -0.761
C -2.489 -4.129 -1.365 1.3478 0.2194 -0.4860 0.435
H 6.014 3.154 -1.089 0.1661 -0.2274 0.2530 0.364
H 2.967 -4.678 0.992 -0.1757 0.2057 0.1471 0.246
H 4.701 -2.306 -1.448 0.1816 0.3128 0.0153 0.329
H -0.618 -3.768 6.646 -0.1417 -0.3929 -0.4798 0.396
H 2.802 4.446 -3.403 -0.1276 -0.0925 0.5177 0.448
H -0.780 -3.862 -3.967 -0.1624 -0.1310 -0.0467 -0.294
H -4.642 0.475 4.289 0.1267 0.1224 -0.2118 0.294
O -3.173 -3.535 1.912 0.0724 -0.1758 0.4332 -0.477
H -1.458 -1.077 1.257 0.0793 -0.1421 0.0518 0.438
H -0.457 0.041 -3.712 0.3205 -0.1934 0.1750 -0.406
H -5.743 1.478 5.250 -0.0606 -0.1494 -0.2678 0.355
H -4.125 1.795 7.019 0.0425 0.1960 -0.1451 0.333
O 0.461 6.837 0.061 -0.3036 -0.1884 -0.1252 -0.749
H -1.352 0.262 -0.592 0.1495 0.1793 -0.2355 0.045
C 1.127 2.026 -5.121 -0.0567 -0.3880 0.1133 -0.425
C -1.155 -2.702 4.723 -0.1348 -0.0893 -0.3704 0.021
H 4.447 -4.385 0.553 0.2022 0.3693 0.0181 0.297
H 0.669 1.584 -1.302 -0.1087 -0.1852 -0.2478 0.295
H -1.033 1.280 1.759 -0.1246 0.2669 0.1832 0.036
H -1.195 -1.632 4.500 0.1048 0.0381 0.3064 -0.429
H -3.097 -1.870 -0.086 -0.2195 0.1486 0.4345 -0.247
O 0.617 5.583 -5.356 -0.1997 -0.0574 -0.2180 -0.688
H -0.128 -1.672 -6.523 0.0758 -0.1111 0.1137 0.310
H -0.865 -2.984 2.586 -0.1696 -0.1530 0.0160 -0.648
C 2.757 -3.937 -1.501 0.0046 0.3786 0.0231 -0.689
C 1.211 -5.525 -2.313 0.3397 0.3274 0.3953 -0.666
H 1.390 1.039 -5.503 -0.0856 0.0680 -0.0704 0.345
C 3.079 -3.096 -0.290 0.4835 -0.0366 1.1369 2.004
H -0.533 -1.202 -2.479 0.0025 -0.3319 -0.0827 -0.251
C -1.310 5.261 -1.042 -0.3475 -1.0314 -0.3341 -0.602
H -2.651 4.741 2.046 0.1527 0.0353 0.0927 0.317
C -3.866 1.095 6.223 -0.2257 -0.3147 -0.1871 -0.789
H -2.185 -3.033 4.839 0.0290 -0.1300 -0.0392 0.573
C 2.110 2.428 -3.992 -0.3038 0.0151 -0.8103 0.013
C -0.525 4.955 1.572 -0.2480 0.2986 -0.8259 -0.848
C -3.936 -2.509 -0.348 0.0079 -0.1368 -0.9968 -0.136
H 3.122 2.248 -4.359 0.0769 -0.1439 0.2825 0.372
H -1.920 3.454 1.110 -0.2400 0.0812 -0.2390 -0.205
H 0.132 -5.480 -2.442 -0.0537 -0.3276 0.1097 -0.038
H 3.522 4.390 -0.886 -0.1905 0.0838 -0.0017 0.249
C -0.498 0.406 0.084 0.2419 0.0048 -0.1461 0.837
H 0.106 1.932 -4.740 0.0657 0.1350 0.1102 0.118
C 4.077 -1.979 -0.615 -0.4544 -0.1813 0.0441 -1.463
H -2.867 6.217 0.156 0.2799 0.0869 0.0552 0.324
H -4.646 3.502 4.843 0.2734 0.0057 0.2522 0.447
H 2.650 -3.271 -2.372 0.0076 -0.2277 -0.1143 0.383
C 5.173 3.638 0.876 0.7514 0.0736 -0.4904 -1.254
O 2.971 4.990 -5.906 0.0110 -0.0248 -0.1469 -0.696
H 3.551 -1.054 -0.854 0.0740 -0.0565 -0.3774 0.069
H 1.337 -2.029 3.419 -0.7221 0.2308 0.0817 0.241
S -2.415 2.657 4.655 0.2080 -0.1450 0.1188 0.989
H 5.458 2.801 1.513 -0.2347 -0.0135 0.1231 0.361
O 1.824 -4.694 5.517 -0.3701 -0.2965 0.0029 -0.675
C 5.053 3.207 -0.582 -1.0030 0.2232 -0.0819 0.089
H 1.668 -5.231 -3.262 0.0476 0.0350 0.0305 0.411
C -4.187 2.643 4.355 -0.4500 0.1087 -0.5781 -0.655
C 4.250 1.913 -0.741 0.1009 0.2405 -0.7716 0.050
C -0.776 -0.991 -3.521 -0.1574 1.2475 0.1014 0.066
S 1.679 4.609 -5.394 0.0838 0.0030 0.5729 1.256
H -1.965 -2.882 -4.924 -0.0965 -0.2255 0.1977 0.434
H 1.570 -6.518 -2.034 -0.2570 -0.1728 -0.2530 0.298
H -1.616 -3.581 -0.982 -0.1630 0.0574 0.1898 -0.215
C -4.704 1.340 4.947 -0.3377 0.2559 1.1137 -0.661
H -4.477 -3.698 -2.033 0.0594 0.2589 -0.5759 0.414
H 1.919 2.903 -6.979 0.1034 -0.1172 0.1460 0.379
H -0.622 -4.443 3.546 0.0481 -0.0320 -0.0449 0.533
H -2.060 -4.648 -2.225 -0.4724 -0.2226 -0.0716 0.074
H 3.578 -4.650 -1.665 0.0553 0.1163 -0.2045 0.319
H 1.023 4.074 -3.150 0.0917 0.4031 0.0660 -0.302
H -2.117 0.406 5.156 -0.0743 -0.0160 0.0002 -0.318
H -1.250 4.308 -1.577 0.1383 -0.0200 0.1515 0.197
C -2.472 5.221 -0.051 0.0000 0.1574 0.2928 -1.042
H -0.604 -3.614 -5.738 0.1348 -0.3072 0.2122 0.530
C -0.118 -1.882 -4.551 -0.4121 -0.4837 0.0620 0.812
H 1.873 1.809 -3.131 0.3978 0.1144 0.2279 -0.342
H -3.857 -5.651 -0.717 0.2073 -0.1294 -0.1370 0.383
H 1.202 -0.152 -1.189 -0.1487 0.0586 -0.2358 0.244
S 0.162 5.423 -0.045 1.0896 1.4777 0.5098 0.950
H 3.192 2.184 -0.765 -0.0300 -0.0749 0.4779 -0.485
O 2.221 -2.302 5.935 0.0572 0.1355 -0.4204 -0.690
H -3.329 4.640 -0.393 0.1434 0.0134 -0.3927 0.399
C -0.300 -3.005 5.938 0.8100 0.6154 0.8807 -0.898
H -4.897 -2.003 -0.339 0.0345 0.0962 0.2238 0.529
H -1.860 -0.895 -3.633 -0.0185 -0.5040 -0.0812 0.269
H -0.083 -2.137 6.564 -0.3561 0.1047 -0.1034 0.370
H -2.424 -5.684 0.309 0.4283 0.2457 -0.1286 0.464
H 0.237 3.317 -6.719 -0.1474 -0.2536 0.1849 0.421
C -0.921 -3.169 -4.791 0.3111 0.7943 -0.3610 -0.913
C 0.992 -3.049 3.619 1.7169 0.2926 0.0984 -0.426
H 4.422 1.520 -1.748 0.1586 -0.2303 0.1522 0.264
H -1.302 6.040 -1.801 -0.0127 0.2530 0.2281 0.607
O -2.015 3.860 5.329 -0.1960 0.1161 0.1227 -0.708
C -3.040 -5.045 -0.316 -1.4417 -0.1016 0.6004 -0.997
C -0.433 -0.844 0.943 -0.5732 0.0105 0.8425 -1.783
H 1.677 -3.628 2.997 -0.2004 -0.4286 0.2063 0.254
H 0.089 4.191 2.038 -0.1139 -0.1873 -0.0961 0.391
H 5.971 4.378 0.957 -0.1731 0.1497 0.0942 0.362
H -3.227 -2.405 -2.429 -0.3836 0.0806 -0.1689 0.145
C -3.598 -3.132 -1.715 0.1313 -0.6072 0.9229 -0.696
H -1.678 1.400 6.542 -0.1049 0.1655 0.0522 0.510
H 4.453 1.155 0.013 0.0155 -0.0237 0.0016 0.314
S -3.968 -3.913 0.773 0.6059 0.2880 -0.2906 0.947
O 1.256 4.595 -0.505 -0.4015 -0.6202 -0.0136 -0.395
H -0.451 5.887 2.126 -0.0644 -0.0157 0.0765 0.460
H 4.234 4.100 1.179 -0.0521 -0.1714 0.2741 0.235
C -2.431 1.251 5.771 0.4710 -0.1759 0.0821 -0.010
C -1.959 4.537 1.228 0.0029 -0.3573 0.5928 0.297
H 4.690 -1.746 0.253 0.0911 -0.1933 0.0093 0.505
H 0.111 -0.665 1.878 0.2365 0.0868 -0.1969 0.698
O -5.299 -4.421 0.943 -0.2140 0.0388 0.0605 -0.721
C 1.916 3.918 -3.748 0.0656 -0.2897 -0.4642 0.006
O 4.363 4.222 -1.329 0.3776 0.0586 -0.0720 -0.475
H 0.892 -2.128 -4.201 0.0411 -0.0388 -0.1218 -0.064
H -4.065 0.101 6.623 0.1347 -0.0387 -0.0404 0.393
O -0.032 -1.115 -5.745 -0.0461 0.2175 -0.1505 -0.487
C 0.785 0.707 -0.664 0.2321 0.2434 0.5099 -1.391
O -0.754 1.567 0.884 -0.1330 -0.5153 -0.1840 -0.323